[1]
Formula: C25H69N3O8
Source: the OMol25 dataset
Level of theory: ωB97M-V/def2-TZVPD

Structure (XYZ):
```
105
Properties=species:S:1:pos:R:3
C 5.94 0.99 -1.42
C 5.09 -0.14 -0.89
C 4.89 -1.20 -1.97
O 5.75 -0.76 0.24
H 6.93 0.60 -1.68
H 6.09 1.67 -0.59
H 5.45 1.49 -2.26
H 4.15 0.29 -0.55
H 5.83 -1.58 -2.36
H 4.31 -0.75 -2.77
H 4.40 -2.09 -1.58
H 6.51 -1.28 -0.05
C 1.37 -0.82 -0.57
C -0.11 -0.74 -0.89
C -0.72 -2.07 -1.40
O -0.82 -0.36 0.26
H 1.66 -1.28 0.37
H 1.64 0.23 -0.42
H 1.95 -1.24 -1.40
H -0.27 0.03 -1.65
H -0.51 -2.90 -0.73
H -0.26 -2.19 -2.38
H -1.80 -1.99 -1.55
H -0.41 0.37 0.73
C -4.08 0.99 -0.78
C -4.19 1.63 -2.15
C -2.83 1.87 -2.82
O -4.84 0.72 -2.94
H -3.73 -0.04 -0.89
H -4.97 1.04 -0.17
H -3.29 1.48 -0.20
H -4.81 2.53 -2.22
H -2.41 0.87 -2.89
H -2.17 2.51 -2.23
H -2.83 2.34 -3.81
H -4.98 1.20 -3.76
C -1.61 -1.33 3.72
C -2.89 -1.38 2.86
C -3.51 -0.04 2.72
O -2.59 -2.01 1.66
H -1.83 -1.17 4.78
H -1.00 -0.44 3.55
H -1.08 -2.28 3.70
H -3.55 -2.00 3.46
H -3.72 0.35 3.72
H -4.41 0.08 2.12
H -2.87 0.69 2.22
H -2.06 -1.35 1.20
C -4.62 -2.68 -3.22
C -3.39 -2.49 -4.13
C -3.29 -3.50 -5.29
O -3.28 -4.80 -4.82
C -3.09 -5.87 -5.73
N -3.46 -1.12 -4.53
H -5.58 -2.48 -3.70
H -4.58 -2.18 -2.26
H -4.70 -3.74 -2.97
H -2.48 -2.53 -3.54
H -2.39 -3.30 -5.86
H -4.23 -3.42 -5.84
H -2.07 -5.90 -6.12
H -3.74 -5.83 -6.61
H -3.25 -6.86 -5.31
H -4.08 -1.18 -5.33
H -4.06 -0.72 -3.83
C -1.38 3.33 1.75
C 0.12 2.98 1.70
C 0.94 3.89 2.67
O 0.45 3.86 4.00
C 1.13 4.64 4.99
N 0.32 1.57 2.02
H -1.92 2.76 1.00
H -1.56 4.36 1.43
H -1.80 3.19 2.74
H 0.57 3.10 0.72
H 1.02 4.89 2.25
H 1.95 3.48 2.64
H 0.65 4.45 5.95
H 1.16 5.72 4.83
H 2.15 4.29 5.17
H 1.23 1.46 2.43
H -0.39 1.42 2.73
C 4.37 -1.23 3.42
C 3.88 0.18 3.12
C 3.18 0.85 4.40
O 2.13 0.05 4.97
C 1.31 0.75 5.86
N 5.02 0.93 2.68
H 5.02 -1.27 4.29
H 4.88 -1.79 2.64
H 3.53 -1.88 3.70
H 3.19 0.14 2.28
H 2.88 1.86 4.12
H 3.92 1.05 5.17
H 0.80 1.61 5.43
H 1.91 1.24 6.62
H 0.60 0.07 6.33
H 5.34 0.45 1.85
H 4.71 1.80 2.28
C 2.04 0.57 -4.00
O 0.86 1.38 -4.09
H 1.80 -0.45 -3.68
H 2.63 0.55 -4.91
H 2.63 0.93 -3.15
H 0.24 0.88 -4.63
```

As for the spin multiplicity: 2. Its LUMO energy (spin up / spin down) is -3.06 / -8.74 eV. The calculation puts the orbital gap (spin up / spin down) at 7.28 / 1.60 eV. The calculation puts the HOMO energy (spin up / spin down) at -10.342 / -10.342 eV. The charge is +1.

Atomic partial charges in e from the Löwdin method, atoms 1 to 6: number 1, C, carries -0.050; number 2, C, carries -0.479; number 3, C, carries -0.047; number 4, O, carries -0.082; number 5, H, carries 0.094; number 6, H, carries 0.072

=====

[2]
Formula: C25H70BClFN23O18P5S
Source: the OMol25 dataset
Level of theory: ωB97M-V/def2-TZVPD

Structure (XYZ):
```
145
Properties=species:S:1:pos:R:3
C 2.13 -3.63 -2.35
C 1.31 -3.43 -1.49
C 0.27 -2.85 -0.52
S -1.21 -3.59 -1.45
C -2.89 -3.46 -0.85
O -1.33 -2.98 -2.78
O -0.93 -4.96 -1.87
C 0.67 -3.60 0.89
P -0.24 -5.32 1.04
N -0.03 -6.12 2.38
P 2.44 -4.40 0.74
O 2.84 -5.27 1.90
C 0.44 -2.71 2.22
C 1.35 -3.09 3.43
C 2.70 -3.16 3.62
C -0.98 -3.22 2.70
C -2.21 -2.94 2.24
C 0.50 -1.14 2.07
B -0.70 -0.25 2.66
N -1.29 0.97 2.05
O -1.32 -0.58 3.88
P 1.80 -0.18 3.20
O 1.48 1.45 2.95
Cl 1.42 -0.35 5.22
C 1.07 -0.74 0.66
P 2.99 -0.81 0.53
P 3.88 1.19 0.72
O 4.47 1.41 2.06
O 5.07 1.26 -0.39
O 2.83 2.39 0.42
N 0.43 -1.35 -0.56
C -0.97 -0.74 -0.60
C 1.09 -0.75 -1.76
C 1.18 0.81 -1.86
F 0.47 -1.06 -2.98
H 2.60 -4.01 -3.25
H -3.23 -2.45 -0.53
H -3.55 -3.70 -1.71
H -3.22 -4.15 -0.06
H 0.27 -6.15 0.01
H -1.63 -5.19 0.81
H 0.52 -5.55 3.01
H 3.42 -3.49 0.31
H 2.39 -5.44 -0.24
H 0.81 -3.27 4.39
H 3.09 -4.13 3.99
H 3.46 -2.37 3.46
H -0.97 -3.97 3.51
H -2.57 -2.00 1.79
H -2.95 -3.76 2.21
H -2.05 0.70 1.42
H -0.62 1.56 1.56
H -2.28 -0.65 3.77
H 0.98 1.82 3.71
H 0.90 0.36 0.71
H 3.51 -1.63 1.57
H 5.89 1.18 0.12
H 3.24 3.16 -0.01
H -1.48 -0.79 -1.57
H -1.55 -1.26 0.19
H -0.97 0.32 -0.31
H 2.12 -1.06 -1.98
H 0.85 1.20 -2.85
H 2.25 1.13 -1.79
H 0.64 1.41 -1.11
C 6.22 -3.27 -1.26
O 5.28 -2.53 -0.99
N 7.25 -2.88 -2.05
N 6.31 -4.55 -0.78
H 8.03 -3.46 -2.29
H 7.21 -1.93 -2.42
H 5.57 -4.87 -0.19
H 7.08 -5.17 -0.99
C -3.75 2.11 -0.49
O -3.40 0.94 -0.68
N -4.33 2.85 -1.46
N -3.58 2.75 0.70
H -4.62 3.80 -1.34
H -4.48 2.41 -2.35
H -3.14 2.24 1.45
H -3.86 3.70 0.86
C 2.21 3.76 6.19
O 1.69 4.67 5.57
N 3.12 2.92 5.62
N 1.93 3.51 7.50
H 3.56 2.16 6.10
H 3.34 3.07 4.65
H 1.27 4.12 7.95
H 2.35 2.77 8.03
C 0.62 1.03 -6.01
O 0.07 1.68 -5.12
N 1.05 1.57 -7.18
N 0.85 -0.30 -5.86
H 1.50 1.05 -7.90
H 0.90 2.56 -7.31
H 0.53 -0.72 -5.00
H 1.30 -0.88 -6.54
C -6.94 2.41 3.39
O -7.89 1.94 3.99
N -6.13 3.37 3.94
N -6.60 2.04 2.12
H -5.34 3.78 3.47
H -6.34 3.68 4.87
H -7.18 1.33 1.68
H -5.83 2.42 1.61
C 0.33 4.55 -3.02
O -0.58 4.00 -2.41
N 1.11 5.51 -2.44
N 0.64 4.25 -4.31
H 1.86 5.98 -2.91
H 0.91 5.76 -1.49
H 0.08 3.54 -4.77
H 1.38 4.69 -4.81
C 8.03 0.92 -2.37
O 7.43 -0.03 -2.85
N 9.24 0.79 -1.77
N 7.53 2.19 -2.39
H 9.75 1.55 -1.37
H 9.64 -0.14 -1.74
H 6.64 2.33 -2.83
H 8.01 2.98 -2.00
C -9.65 -0.42 0.19
O -8.73 -0.74 0.93
N -9.76 -0.87 -1.09
N -10.65 0.41 0.60
H -10.51 -0.61 -1.71
H -9.04 -1.48 -1.43
H -10.60 0.76 1.54
H -11.42 0.69 0.02
C -0.80 -2.38 -9.18
O 0.03 -2.08 -10.02
N -0.81 -1.81 -7.93
N -1.79 -3.28 -9.41
H -1.48 -2.03 -7.22
H -0.10 -1.14 -7.74
H -1.82 -3.72 -10.31
H -2.49 -3.54 -8.73
C -2.53 5.65 6.83
O -3.50 6.36 6.98
N -1.44 6.03 6.10
N -2.43 4.41 7.40
H -0.63 5.46 5.97
H -1.48 6.93 5.67
H -3.20 4.09 7.95
H -1.63 3.81 7.29
```

Its LUMO energy is -2.78 eV. The calculation puts the orbital gap at 7.73 eV. The calculation puts the HOMO energy at -10.505 eV. The charge is +1.

Atomic partial charges in e from the Löwdin method, atoms 1 to 6: number 1, C, carries 0.188; number 2, C, carries -0.212; number 3, C, carries -0.308; number 4, S, carries 0.671; number 5, C, carries -0.143; number 6, O, carries -0.315

=====

[3]
Formula: C25H70BIO25P6
Source: the OMol25 dataset
Level of theory: ωB97M-V/def2-TZVPD

Structure (XYZ):
```
128
Properties=species:S:1:pos:R:3
C 2.77 1.52 -4.65
O 1.68 0.59 -4.55
P 1.33 -0.17 -3.17
O -0.05 -0.63 -3.35
O 1.47 1.16 -2.24
C 0.34 2.02 -2.07
O 2.04 -1.13 -2.10
C 1.49 -1.12 -0.77
H 3.30 1.34 -5.58
H 2.36 2.53 -4.67
H 3.47 1.44 -3.82
H -0.47 1.77 -2.76
H 0.64 3.05 -2.26
H -0.02 1.94 -1.04
H 0.40 -1.06 -0.79
H 1.90 -0.28 -0.21
H 1.80 -2.04 -0.30
C -4.86 3.71 0.18
O -3.72 3.73 -0.71
P -3.86 4.01 -2.33
O -2.42 4.38 -2.52
O -4.85 5.30 -2.05
C -4.29 6.51 -1.56
O -4.31 4.03 -3.91
C -4.20 5.25 -4.62
H -4.75 2.88 0.87
H -4.86 4.64 0.75
H -5.80 3.61 -0.35
H -3.25 6.38 -1.25
H -4.87 6.85 -0.71
H -4.33 7.26 -2.35
H -3.29 5.78 -4.36
H -5.07 5.88 -4.44
H -4.18 4.99 -5.68
C 6.10 0.66 8.46
O 5.54 -0.25 7.50
P 4.68 0.25 6.17
O 4.90 -1.00 5.38
O 5.79 1.42 5.90
C 7.06 1.05 5.36
O 3.63 0.94 5.10
C 4.19 1.21 3.81
H 5.93 0.26 9.45
H 7.18 0.72 8.28
H 5.67 1.65 8.39
H 7.22 -0.03 5.35
H 7.85 1.51 5.95
H 7.13 1.42 4.33
H 4.86 0.41 3.48
H 4.72 2.16 3.81
H 3.36 1.27 3.11
C -8.02 3.33 -3.82
O -7.75 3.09 -2.42
P -8.90 3.14 -1.31
O -8.32 2.42 -0.16
O -9.97 2.26 -2.16
C -9.93 0.83 -2.07
O -10.00 4.16 -0.75
C -11.13 3.59 -0.10
H -7.23 3.96 -4.22
H -8.00 2.38 -4.34
H -8.99 3.81 -3.98
H -9.04 0.49 -1.55
H -9.94 0.42 -3.07
H -10.82 0.49 -1.53
H -10.84 2.74 0.53
H -11.87 3.29 -0.83
H -11.55 4.37 0.53
C 9.86 -3.70 4.94
O 9.78 -2.28 5.11
P 11.00 -1.37 5.76
O 10.53 -0.07 5.21
O 12.10 -2.15 4.81
C 12.17 -1.83 3.43
O 12.23 -0.81 6.70
C 13.29 -0.13 6.03
H 8.91 -4.14 5.23
H 10.04 -3.92 3.89
H 10.66 -4.15 5.54
H 11.33 -1.21 3.11
H 12.17 -2.75 2.85
H 13.11 -1.30 3.24
H 12.91 0.52 5.24
H 14.01 -0.84 5.63
H 13.78 0.48 6.79
C -8.33 0.12 -9.90
O -8.69 1.18 -8.99
P -7.68 1.71 -7.86
O -8.21 3.03 -7.48
O -6.38 1.77 -8.84
C -6.14 2.95 -9.61
O -6.86 1.14 -6.61
C -5.69 1.87 -6.22
H -9.18 -0.54 -10.01
H -8.11 0.57 -10.87
H -7.47 -0.44 -9.57
H -6.99 3.63 -9.58
H -5.96 2.66 -10.65
H -5.26 3.46 -9.22
H -5.86 2.95 -6.29
H -4.84 1.58 -6.83
H -5.49 1.61 -5.19
C -1.65 -7.83 2.70
O -0.64 -8.20 3.61
C 0.57 -8.63 3.04
C 1.67 -7.58 3.11
C 1.26 -6.32 2.33
C 2.42 -5.43 1.92
C 3.08 -4.67 3.09
C 3.16 -3.14 2.83
B 1.81 -2.43 3.12
I 0.07 -2.57 1.89
H -2.56 -8.41 2.83
H -1.90 -6.78 2.87
H -1.33 -7.89 1.66
H 0.92 -9.49 3.62
H 0.48 -8.99 2.01
H 1.90 -7.37 4.15
H 2.57 -8.02 2.66
H 0.74 -6.66 1.43
H 0.51 -5.79 2.92
H 3.16 -5.97 1.33
H 2.02 -4.68 1.23
H 4.12 -5.01 3.13
H 2.62 -4.88 4.05
H 3.88 -2.76 3.56
H 3.59 -2.93 1.85
H 1.73 -1.73 4.08
```

The SMILES is COP(=O)(OC)OC.COP(=O)(OC)OC.COP(=O)(OC)OC.COP(=O)(OC)OC.COP(=O)(OC)OC.COP(=O)(OC)OC.COCCCCCCBI. Its LUMO energy is -1.76 eV. The calculation puts the orbital gap at 7.26 eV. The calculation puts the HOMO energy at -9.026 eV. The charge is 0.

Atomic partial charges in e from the Löwdin method, atoms 1 to 6: number 1, C, carries -0.091; number 2, O, carries -0.208; number 3, P, carries 0.456; number 4, O, carries -0.242; number 5, O, carries -0.287; number 6, C, carries -0.092

=====

[4]
Formula: C25H70O11S
Source: the OMol25 dataset
Level of theory: ωB97M-V/def2-TZVPD

Structure (XYZ):
```
107
Properties=species:S:1:pos:R:3
C 2.21 2.11 -0.92
O 0.95 1.53 -0.67
C 0.71 0.42 -1.50
C 1.40 -0.90 -0.98
C 2.53 -1.33 -1.99
C 3.96 -1.26 -1.40
C 4.98 -1.79 -2.45
S 6.11 -0.44 -3.07
O 1.90 -0.66 0.30
C 1.92 -1.84 1.09
H 3.03 1.43 -0.61
H 2.29 2.98 -0.25
H 2.35 2.42 -1.96
H -0.37 0.23 -1.43
H 0.91 0.61 -2.56
H 0.66 -1.71 -0.98
H 2.35 -2.38 -2.29
H 2.51 -0.74 -2.92
H 4.25 -0.25 -1.08
H 4.03 -1.90 -0.51
H 5.64 -2.56 -2.06
H 4.40 -2.18 -3.30
H 5.74 -0.28 -4.38
H 2.60 -1.64 1.93
H 2.23 -2.72 0.51
H 0.93 -1.97 1.55
C 5.46 -4.04 4.06
C 4.46 -3.22 3.27
O 3.36 -2.81 4.10
H 4.97 -4.93 4.47
H 6.29 -4.36 3.43
H 5.85 -3.47 4.90
H 4.05 -3.80 2.45
H 4.94 -2.32 2.86
H 3.72 -2.29 4.82
C -1.55 -3.27 -2.86
C -1.67 -2.02 -3.72
O -0.41 -1.35 -3.81
H -1.20 -3.01 -1.86
H -2.52 -3.77 -2.77
H -0.83 -3.96 -3.28
H -2.38 -1.32 -3.28
H -2.01 -2.28 -4.72
H 0.21 -1.96 -4.21
C -0.36 3.40 1.84
C -0.86 4.70 1.24
O -1.48 5.50 2.25
H -1.18 2.84 2.29
H 0.11 2.77 1.08
H 0.37 3.59 2.63
H -1.60 4.50 0.47
H -0.03 5.26 0.79
H -0.82 5.68 2.93
C 8.43 -7.50 1.53
C 7.75 -6.17 1.80
O 7.50 -6.01 3.20
H 7.81 -8.33 1.88
H 8.62 -7.63 0.46
H 9.38 -7.57 2.06
H 6.79 -6.12 1.29
H 8.38 -5.34 1.46
H 8.34 -6.05 3.66
C -5.33 4.64 1.24
C -5.02 3.28 1.83
O -3.63 3.16 2.13
H -4.75 4.81 0.33
H -6.39 4.73 1.00
H -5.06 5.44 1.94
H -5.27 2.49 1.12
H -5.60 3.11 2.74
H -3.40 3.85 2.76
C -10.15 6.03 1.58
C -9.82 4.67 2.18
O -8.43 4.57 2.48
H -9.57 6.20 0.68
H -11.21 6.10 1.34
H -9.90 6.83 2.28
H -10.06 3.88 1.47
H -10.40 4.50 3.09
H -8.22 5.27 3.12
C -7.47 5.52 -3.26
C -8.78 5.66 -2.51
O -8.68 6.64 -1.48
H -6.66 5.25 -2.58
H -7.54 4.76 -4.04
H -7.20 6.47 -3.73
H -9.04 4.71 -2.03
H -9.59 5.93 -3.19
H -8.46 7.48 -1.90
C 4.62 -5.01 -6.64
C 4.44 -4.39 -5.27
O 5.69 -3.97 -4.73
H 5.29 -5.87 -6.58
H 3.66 -5.34 -7.05
H 5.07 -4.30 -7.33
H 4.01 -5.11 -4.57
H 3.77 -3.52 -5.33
H 6.06 -3.32 -5.33
C -1.12 -0.41 3.66
C -0.39 -0.05 4.94
O 0.21 -1.21 5.53
H -1.89 -1.16 3.85
H -1.59 0.47 3.21
H -0.42 -0.84 2.93
H -1.09 0.36 5.67
H 0.38 0.70 4.75
H 0.83 -1.57 4.89
```

The SMILES is COC[C@@H](CCCS)OC.CCO.CCO.CCO.CCO.CCO.CCO.CCO.CCO.CCO. Its LUMO energy is 0.35 eV. The calculation puts the orbital gap at 9.24 eV. The calculation puts the HOMO energy at -8.894 eV. The charge is 0.

Atomic partial charges in e from the Löwdin method, atoms 1 to 6: number 1, C, carries -0.094; number 2, O, carries -0.196; number 3, C, carries -0.163; number 4, C, carries -0.310; number 5, C, carries -0.139; number 6, C, carries -0.254